[1]
{"formula": "C6H6F2O4P2", "method": "the ωB97M-V functional and the def2-TZVPD basis", "symbols": ["F", "P", "F", "C", "C", "C", "C", "C", "C", "H", "H", "H", "H", "H", "H", "O", "P", "O", "O", "O"], "positions_angstrom": [[3.100, -0.701, 0.916], [2.549, 0.862, 0.494], [3.092, 1.376, -1.107], [0.720, 0.898, 0.715], [-0.075, -0.367, 0.849], [-1.526, -0.311, 1.057], [-2.182, 1.022, 1.122], [-1.395, 2.284, 0.974], [0.048, 2.237, 0.758], [3.025, 1.848, 1.434], [0.410, -1.377, 0.796], [-2.153, -1.226, 1.158], [-3.290, 1.138, 1.248], [-1.913, 3.281, 0.999], [0.688, 3.145, 0.625], [0.925, -2.398, -1.468], [-0.221, -2.824, -2.411], [0.347, -3.691, -3.544], [-0.889, -1.576, -3.010], [-1.262, -3.620, -1.605]], "forces_ev_per_angstrom": [[-0.822, 2.354, 0.438], [-1.829, -2.100, -1.075], [0.225, 0.650, 0.126], [-0.258, -0.175, 1.380], [-1.351, 0.912, 0.146], [1.309, 3.031, -0.314], [1.862, 0.087, -0.323], [1.475, -1.874, -0.435], [-1.648, -1.950, 0.164], [-0.185, -0.906, -0.107], [-0.366, 1.288, -0.147], [0.833, 0.777, -0.231], [1.202, -0.346, -0.103], [0.542, -1.167, 0.016], [-0.868, -0.751, 0.203], [0.066, -0.077, 0.438], [-0.289, -0.164, -0.415], [0.291, 0.215, -0.026], [-0.183, -0.073, -0.117], [-0.006, 0.269, 0.383]], "total_charge": -2, "homo_energy_ev": 1.1803, "orbital_gap_ev": 2.760, "e_tot_ev": -38517.314, "e_above_lowest_kcal_mol": 0.0, "largest_force_ev_per_a": 3.32}

[2]
{"formula": "C5H10O2", "method": "the ωB97M-V functional and the def2-TZVPD basis", "symbols": ["C", "O", "C", "C", "O", "C", "C", "H", "H", "H", "H", "H", "H", "H", "H", "H", "H"], "positions_angstrom": [[1.977, 1.110, -0.340], [0.620, 0.896, -0.637], [0.230, -0.444, -0.594], [0.392, -1.252, 0.705], [-0.997, -1.604, 0.692], [-1.275, -0.643, -0.348], [-1.996, 0.577, 0.187], [2.172, 1.010, 0.737], [2.632, 0.413, -0.881], [2.216, 2.132, -0.645], [0.611, -0.988, -1.472], [0.658, -0.637, 1.576], [1.038, -2.136, 0.670], [-1.833, -1.112, -1.168], [-2.066, 1.352, -0.582], [-3.004, 0.304, 0.510], [-1.452, 0.997, 1.039]], "forces_ev_per_angstrom": [[0.278, 0.050, 0.034], [-0.110, 0.056, 0.040], [-0.017, -0.206, -0.072], [0.338, 0.009, 0.142], [-0.077, -0.117, 0.088], [-0.197, 0.171, -0.222], [-0.045, 0.027, 0.013], [0.005, -0.024, -0.140], [-0.081, 0.083, 0.010], [-0.005, -0.145, 0.055], [-0.058, 0.105, 0.121], [-0.073, -0.080, -0.101], [-0.075, 0.152, 0.007], [0.085, 0.081, 0.120], [-0.005, -0.107, 0.065], [0.127, 0.004, -0.042], [-0.090, -0.058, -0.116]], "homo_energy_ev": -9.5865, "orbital_gap_ev": 10.584, "e_tot_ev": -9440.508, "e_above_lowest_kcal_mol": 58.5, "largest_force_ev_per_a": 0.37}

[3]
{"formula": "C22H24Cl5N2OPd", "method": "the ωB97M-V functional and the def2-TZVPD basis", "symbols": ["Pd", "Cl", "C", "C", "Cl", "C", "Cl", "C", "O", "C", "Cl", "C", "Cl", "N", "C", "C", "C", "N", "H", "H", "H", "H", "H", "H", "H", "H", "H", "H", "C", "C", "C", "C", "C", "C", "C", "H", "H", "H", "H", "H", "C", "C", "C", "C", "C", "C", "H", "H", "H", "H", "H", "H", "H", "H", "H"], "positions_angstrom": [[1.193, -0.258, -0.924], [6.761, -2.357, 3.335], [5.154, -2.064, 2.757], [4.962, -2.006, 1.335], [5.596, -3.535, 0.421], [3.784, -1.449, 0.897], [3.572, -1.104, -0.821], [2.699, -1.091, 1.761], [1.650, -0.529, 1.410], [2.888, -1.432, 3.199], [1.539, -1.239, 4.228], [4.126, -1.818, 3.668], [4.411, -1.933, 5.375], [-0.098, -2.534, -0.676], [-1.168, -2.854, -1.609], [-0.661, -2.979, -3.042], [-0.217, -1.688, -3.729], [1.080, -1.191, -3.263], [0.553, -3.298, -0.545], [-0.451, -2.261, 0.231], [-1.889, -2.033, -1.566], [-1.708, -3.774, -1.348], [-1.477, -3.395, -3.642], [0.155, -3.713, -3.080], [-0.955, -0.907, -3.528], [-0.215, -1.868, -4.811], [1.385, -0.396, -3.808], [1.797, -1.903, -3.336], [-0.338, 1.123, -0.907], [-0.428, 2.326, -1.720], [-0.083, 2.295, -3.081], [-0.173, 3.418, -3.887], [-0.595, 4.633, -3.358], [-0.930, 4.694, -2.007], [-0.856, 3.565, -1.208], [0.250, 1.352, -3.497], [0.087, 3.347, -4.937], [-0.657, 5.516, -3.983], [-1.253, 5.635, -1.575], [-1.122, 3.621, -0.158], [-3.741, 1.793, 2.499], [-2.469, 0.938, 2.571], [-1.536, 1.501, 3.654], [-2.840, -0.507, 2.931], [-1.762, 0.967, 1.277], [-1.136, 1.046, 0.234], [-4.183, 1.903, 3.495], [-4.479, 1.330, 1.841], [-3.512, 2.783, 2.105], [-2.041, 1.501, 4.626], [-1.243, 2.524, 3.411], [-0.628, 0.902, 3.723], [-3.339, -0.544, 3.905], [-1.943, -1.127, 2.977], [-3.512, -0.929, 2.181]], "forces_ev_per_angstrom": [[-0.372, 0.435, -0.526], [0.004, 0.050, 0.022], [0.007, 0.026, -0.044], [0.098, -0.237, 0.162], [-0.027, 0.064, 0.010], [-0.304, 0.124, 0.121], [0.206, -0.166, 0.203], [0.208, -0.193, -0.047], [-0.055, 0.099, 0.072], [0.112, 0.104, -0.219], [-0.049, -0.012, 0.012], [0.061, -0.051, -0.113], [-0.001, -0.027, 0.038], [0.005, -0.183, 0.095], [0.104, 0.178, -0.010], [0.052, 0.001, -0.005], [-0.038, 0.034, 0.099], [0.038, -0.002, 0.123], [-0.043, -0.088, -0.021], [-0.010, 0.062, 0.036], [-0.005, 0.005, 0.028], [-0.033, -0.038, -0.014], [0.030, -0.036, -0.014], [-0.021, 0.007, -0.008], [0.001, 0.017, 0.000], [-0.010, 0.006, -0.052], [0.011, -0.011, -0.059], [-0.009, -0.043, -0.002], [-0.028, -0.075, 0.118], [-0.071, -0.286, 0.076], [0.093, 0.114, -0.163], [0.001, -0.080, 0.048], [0.005, -0.012, 0.045], [0.012, -0.059, 0.024], [-0.118, 0.106, 0.013], [-0.005, 0.018, 0.001], [0.013, 0.001, 0.004], [-0.003, -0.015, 0.012], [0.001, -0.011, 0.003], [-0.011, 0.014, -0.020], [-0.018, 0.007, -0.018], [0.113, -0.066, -0.129], [0.020, 0.040, -0.002], [0.012, -0.023, 0.047], [-0.262, -0.028, 0.102], [0.254, 0.239, -0.020], [-0.008, -0.033, -0.026], [0.022, 0.025, -0.015], [0.000, 0.005, 0.042], [0.019, -0.013, -0.018], [-0.023, -0.003, 0.011], [0.016, -0.014, -0.003], [0.002, 0.010, -0.023], [-0.008, 0.011, 0.007], [0.013, 0.003, -0.002]], "spin_multiplicity": 5, "total_charge": -1, "homo_energy_ev": [-3.2033, -4.2658], "orbital_gap_ev": [5.884, 5.132], "e_tot_ev": -94319.694, "largest_force_ev_per_a": 0.78}